The following is a quantum chemistry calculation of 7 unconnected molecules or ions with the total composition C31H73N3O4, from the OMol25 dataset.

ΔE to the lowest compared entry with this formula, charge and spin: 0.0 kcal/mol
SMILES: CCN(CC)CC.CCN(CC)CC.CCN(CC)CC.C1CCOC1.C1CCOC1.C1CCOC1.CO
orbital gap: 8.54 eV
lowest unoccupied orbital energy: 0.388 eV
2S+1: 1
electronic energy: -45987.1775 eV

Each line ends with the Löwdin charge.
Cartesian coordinates (Å):
1 C 0.0118 -3.7147 -2.8927  -0.10
2 C 0.9209 -4.4921 -1.9309  -0.25
3 N 0.2220 -5.5032 -1.1030  -0.18
4 C -0.8818 -4.9257 -0.3159  -0.26
5 C -0.4957 -4.0351 0.8462  -0.08
6 C 1.1515 -6.3816 -0.3995  -0.26
7 C 0.4963 -7.3392 0.5998  -0.09
8 H -0.7106 -3.0333 -2.4387  0.06
9 H -0.6309 -4.4487 -3.3859  0.08
10 H 0.5814 -3.1192 -3.6039  0.07
11 H 1.6647 -4.9610 -2.5747  0.11
12 H 1.4108 -3.7238 -1.3219  0.10
13 H -1.5444 -4.3963 -1.0006  0.10
14 H -1.4925 -5.7442 0.0690  0.10
15 H -1.4101 -3.6319 1.2822  0.08
16 H 0.1109 -4.5791 1.5716  0.06
17 H 0.1207 -3.1864 0.5420  0.07
18 H 1.9311 -5.8132 0.1230  0.10
19 H 1.6533 -6.9807 -1.1610  0.11
20 H 0.3705 -6.9711 1.6171  0.06
21 H 1.0190 -8.2964 0.6451  0.07
22 H -0.4753 -7.6778 0.2317  0.07
23 C 2.2098 -10.7241 3.4475  -0.08
24 C 3.2557 -11.8100 3.6269  -0.26
25 N 4.4798 -11.2487 4.2222  -0.20
26 C 5.2501 -10.5519 3.2012  -0.26
27 C 6.2687 -9.6466 3.8762  -0.09
28 C 5.2584 -12.2293 4.9750  -0.27
29 C 4.5553 -12.7960 6.1718  -0.10
30 H 1.9055 -10.4232 4.4530  0.07
31 H 1.2770 -11.0264 2.9704  0.07
32 H 2.6108 -9.8368 2.9603  0.05
33 H 2.8566 -12.5638 4.3079  0.10
34 H 3.4940 -12.3588 2.7073  0.11
35 H 5.7527 -11.2680 2.5410  0.12
36 H 4.6047 -9.8833 2.6359  0.09
37 H 7.2302 -10.1562 3.9719  0.07
38 H 6.4382 -8.8085 3.1975  0.06
39 H 6.0171 -9.3139 4.8813  0.08
40 H 6.0545 -11.6074 5.3978  0.10
41 H 5.7998 -12.9313 4.3303  0.12
42 H 3.8792 -12.0847 6.6449  0.08
43 H 5.2237 -13.0722 6.9895  0.07
44 H 4.0806 -13.7325 5.8712  0.07
45 C 4.7062 -3.3305 8.0603  -0.07
46 C 5.4358 -2.1203 8.4987  -0.26
47 N 4.6894 -1.1206 9.3056  -0.19
48 C 4.2227 -1.5812 10.6160  -0.25
49 C 5.3736 -2.1650 11.4070  -0.10
50 C 3.6289 -0.3905 8.6412  -0.26
51 C 4.0871 0.1892 7.2848  -0.09
52 H 4.6706 -4.1037 8.8303  0.07
53 H 5.1470 -3.7668 7.1611  0.07
54 H 3.6961 -3.0796 7.7263  0.08
55 H 6.4249 -2.2875 8.9287  0.12
56 H 5.7961 -1.5900 7.6134  0.07
57 H 3.7410 -0.7477 11.1262  0.11
58 H 3.4930 -2.3831 10.4402  0.10
59 H 5.7111 -3.0632 10.8862  0.05
60 H 6.2324 -1.4932 11.4680  0.08
61 H 5.2307 -2.4699 12.4451  0.07
62 H 3.3407 0.4146 9.3182  0.11
63 H 2.7268 -0.9909 8.4615  0.11
64 H 4.0386 -0.5135 6.4509  0.06
65 H 5.1121 0.5615 7.2875  0.07
66 H 3.4419 1.0223 6.9999  0.07
67 C 2.0849 -5.5516 10.7398  -0.15
68 C 3.3058 -5.7385 11.6358  -0.15
69 C 4.2745 -6.6141 10.8346  -0.17
70 O 3.7013 -6.7205 9.5136  -0.17
71 C 2.3143 -6.4697 9.5005  -0.20
72 H 1.8835 -4.5401 10.3860  0.10
73 H 1.1531 -5.8935 11.1922  0.10
74 H 2.9037 -6.1990 12.5380  0.11
75 H 3.7897 -4.8087 11.9332  0.09
76 H 4.4282 -7.5827 11.3140  0.11
77 H 5.2549 -6.1718 10.6629  0.11
78 H 1.7657 -7.4157 9.5547  0.11
79 H 2.0272 -6.0321 8.5435  0.09
80 C 2.9469 -6.3922 4.2412  -0.16
81 C 3.8472 -6.5615 3.0403  -0.18
82 C 5.0267 -5.7216 3.4186  -0.21
83 O 5.0987 -5.7588 4.8385  -0.14
84 C 3.9746 -6.4400 5.3646  -0.20
85 H 2.2066 -7.1769 4.3955  0.11
86 H 2.5194 -5.3917 4.1527  0.12
87 H 3.2953 -6.1975 2.1724  0.10
88 H 4.1522 -7.5936 2.8540  0.10
89 H 4.7643 -4.7329 3.0272  0.11
90 H 5.9826 -6.0695 3.0278  0.12
91 H 3.6507 -6.0294 6.3235  0.11
92 H 4.2342 -7.4736 5.6196  0.12
93 C 6.9681 -1.8832 4.9611  -0.17
94 C 6.7208 -1.2423 3.6134  -0.18
95 C 7.2960 -2.2422 2.6628  -0.22
96 O 8.5006 -2.6376 3.2995  -0.15
97 C 8.2295 -2.7453 4.7196  -0.16
98 H 6.1338 -2.5613 5.1534  0.10
99 H 7.1206 -1.2453 5.8295  0.10
100 H 7.2225 -0.2764 3.5189  0.12
101 H 5.6939 -0.9985 3.3293  0.11
102 H 7.6071 -1.8645 1.6877  0.12
103 H 6.6385 -3.0961 2.4654  0.11
104 H 9.0629 -2.3572 5.3000  0.12
105 H 7.9751 -3.7916 4.8906  0.11
106 C -0.5158 -6.6652 6.7211  -0.18
107 O -1.9166 -6.5626 6.8800  -0.10
108 H -0.2337 -6.5836 5.6658  0.07
109 H 0.0651 -5.8021 7.0610  0.07
110 H -0.0452 -7.5583 7.1306  0.08
111 H -2.3283 -6.5390 6.0150  0.07

Forces on the atoms, in the same order (eV/Å):
-0.86 -0.60 0.19
-0.66 0.49 0.15
-0.34 0.69 -0.61
0.30 -0.56 -0.26
0.33 0.37 -0.14
-0.14 0.00 0.26
-0.45 -0.70 -0.50
0.31 0.09 0.40
0.22 0.07 -0.48
0.10 -0.24 -0.09
0.15 -0.33 0.36
0.44 -0.20 0.27
0.12 0.06 -0.04
0.08 -0.08 -0.01
0.14 -0.06 0.34
-0.28 -0.04 0.23
-0.10 0.06 -0.15
0.17 0.13 0.06
0.10 0.06 -0.04
0.04 0.20 -0.08
0.51 0.24 0.18
-0.16 0.34 0.00
-0.29 0.18 0.64
0.22 -0.25 0.26
-1.39 -0.58 -0.50
0.16 0.22 1.42
1.15 -0.13 -0.66
1.34 2.20 0.25
-0.25 -1.15 0.20
0.09 0.20 0.02
0.25 -0.23 -0.35
-0.10 -0.04 -0.18
-0.01 0.05 0.03
-0.06 0.10 -0.29
-0.03 0.05 -0.33
-0.27 -0.45 -0.19
0.06 0.05 0.02
0.16 0.26 0.35
-0.46 0.14 -0.18
0.27 -0.13 -0.11
-0.37 -0.53 -0.04
-0.31 -0.03 -0.44
0.41 -0.01 -0.30
-0.58 0.16 0.38
-0.54 -1.06 -0.39
0.61 2.18 -0.30
0.60 -0.11 0.42
0.43 -0.56 -0.46
0.86 -0.33 0.19
0.70 0.05 -1.04
-0.30 0.20 -0.02
-0.25 -0.09 -0.07
0.31 -0.13 0.16
-0.16 0.02 0.32
-0.32 -0.50 0.67
-0.52 0.21 -0.14
-0.03 -0.01 -0.01
-0.42 0.02 0.37
0.15 -0.04 0.09
-0.08 0.19 -0.32
-0.77 0.10 -0.07
-0.03 0.09 -0.08
-0.16 -0.17 0.06
-0.10 -0.26 0.19
0.00 0.06 0.36
-0.04 0.02 0.06
-1.08 -0.28 -1.39
-0.34 0.16 0.26
-0.59 0.15 -0.69
0.80 -0.34 -0.18
0.35 0.05 0.95
0.36 0.14 0.19
0.11 0.18 0.37
0.62 -0.23 0.15
-0.19 0.12 -0.10
-0.17 -0.22 -0.23
0.01 0.13 0.25
-0.09 -0.06 0.31
0.24 0.29 0.05
0.37 -0.38 0.82
-0.68 -0.99 -0.81
-0.13 0.25 -0.18
0.45 0.55 0.39
-0.38 -0.29 0.19
-0.24 0.19 -0.30
-0.37 -0.10 0.33
0.41 -0.06 -0.30
-0.23 -0.11 0.16
0.67 0.43 0.41
-0.04 0.14 -0.18
0.10 0.55 -0.17
0.09 -0.17 -0.31
-0.22 -0.85 0.18
-0.63 1.40 -0.50
1.07 -0.17 -0.47
0.41 -0.22 0.60
-0.86 0.17 -1.09
-0.04 0.08 0.32
-0.25 0.32 -0.24
0.38 -0.15 -0.01
-0.24 -0.29 0.52
-0.21 0.25 0.03
-0.14 -0.11 0.29
0.27 -0.40 -0.19
0.44 -0.06 0.54
0.93 0.72 -1.33
0.27 -0.05 0.50
-0.20 -0.62 -0.21
-0.56 0.17 0.87
-0.47 -0.18 0.16
0.05 -0.03 0.00

The following is a quantum chemistry calculation of C4H5BrI2 in the gas phase, from the OMol25 dataset.

ΔE to the lowest compared entry with this formula, charge and spin: 0.0 kcal/mol
SMILES: C/C(I)=C(\I)CBr
orbital gap: 8.74 eV
lowest unoccupied orbital energy: -0.271 eV
2S+1: 1
electronic energy: -90470.9201 eV

Each line ends with the Löwdin charge.
Cartesian coordinates (Å):
1 C 1.8119 0.1139 0.8229  -0.23
2 C 0.3735 0.2717 0.5704  -0.82
3 I -0.2623 2.3097 1.0547  0.83
4 C -0.4646 -0.5873 0.0008  -0.81
5 I 0.0355 -2.5920 -0.4132  0.86
6 C -1.9733 -0.0342 -0.8075  -0.56
7 Br -1.3013 -0.0268 -2.6111  0.60
8 H 2.1323 -0.9214 0.3508  0.05
9 H 2.3790 0.9679 0.3429  0.08
10 H 2.1168 0.2083 1.8916  0.08
11 H -2.0862 0.9559 -0.4656  -0.06
12 H -2.7613 -0.6657 -0.7367  -0.01

Forces on the atoms, in the same order (eV/Å):
1.94 -1.03 -0.48
-0.89 0.66 -0.16
0.17 -0.89 -0.24
-3.03 1.25 -1.15
-0.15 0.41 0.13
6.45 -0.33 1.00
-0.49 0.27 -0.45
-0.27 2.18 1.16
-0.62 -1.08 0.14
-0.45 -0.45 -0.63
-0.48 0.92 0.23
-2.20 -1.92 0.44

The following is a quantum chemistry calculation of C2H3NO2 in the gas phase, from the OMol25 dataset.

ΔE to the lowest compared entry with this formula, charge and spin: 70.7 kcal/mol
SMILES: CN1OC1=O
orbital gap: 11.47 eV
lowest unoccupied orbital energy: 0.837 eV
2S+1: 1
electronic energy: -7704.7780 eV

Each line ends with the Löwdin charge.
Cartesian coordinates (Å):
1 C 0.1634 -0.0304 -0.0400  -0.09
2 N 1.3807 -0.0617 -0.7629  0.02
3 O 2.2615 -1.2594 -0.3582  0.14
4 C 2.5699 -0.0544 0.0253  -0.58
5 O 3.2972 0.6539 0.6010  0.19
6 H 0.3305 -0.1312 1.1337  0.14
7 H -0.2414 1.0073 -0.2182  0.11
8 H -0.5240 -0.7044 -0.5061  0.07

Forces on the atoms, in the same order (eV/Å):
-0.25 1.52 2.64
1.49 0.83 -0.45
0.66 -1.02 0.60
-1.97 0.34 -1.53
0.86 0.06 0.67
-0.70 -0.16 -2.37
0.42 -0.93 0.20
-0.51 -0.63 0.24

The following is a quantum chemistry calculation of C4H4N2O in the gas phase, from the OMol25 dataset.

ΔE to the lowest compared entry with this formula, charge and spin: 74.6 kcal/mol
orbital gap: 8.32 eV
lowest unoccupied orbital energy: -0.144 eV
2S+1: 1
electronic energy: -9237.2520 eV

Each line ends with the Löwdin charge.
Cartesian coordinates (Å):
1 C -0.0503 -0.2109 0.0415  -0.27
2 C -0.4138 2.1357 -0.1791  0.24
3 C -1.4201 -0.4900 0.3917  -0.25
4 C 1.0145 -1.1871 -0.0488  -0.24
5 O -2.2843 0.3750 0.4737  0.00
6 N 0.1343 1.0933 -0.1552  0.09
7 N 2.2435 -1.0266 -0.3387  0.07
8 H 2.4779 -0.0467 -0.5158  0.03
9 H -0.7515 3.1059 -0.4626  0.10
10 H -1.6368 -1.5406 0.6359  0.13
11 H 0.6866 -2.2080 0.1575  0.10

Forces on the atoms, in the same order (eV/Å):
0.01 -0.77 0.19
0.98 -1.29 0.16
0.17 0.30 0.15
0.08 0.07 -0.02
0.15 -0.06 -0.14
-1.11 1.75 -0.31
0.03 0.03 0.03
-0.13 -0.06 0.02
-0.11 0.04 0.01
-0.03 -0.01 -0.09
-0.03 0.01 0.00

Please write out number 3 again, unchanged.
The following is a quantum chemistry calculation of C2H3NO2 in the gas phase, from the OMol25 dataset.

ΔE to the lowest compared entry with this formula, charge and spin: 70.7 kcal/mol
SMILES: CN1OC1=O
orbital gap: 11.47 eV
lowest unoccupied orbital energy: 0.837 eV
2S+1: 1
electronic energy: -7704.7780 eV

Each line ends with the Löwdin charge.
Cartesian coordinates (Å):
1 C 0.1634 -0.0304 -0.0400  -0.09
2 N 1.3807 -0.0617 -0.7629  0.02
3 O 2.2615 -1.2594 -0.3582  0.14
4 C 2.5699 -0.0544 0.0253  -0.58
5 O 3.2972 0.6539 0.6010  0.19
6 H 0.3305 -0.1312 1.1337  0.14
7 H -0.2414 1.0073 -0.2182  0.11
8 H -0.5240 -0.7044 -0.5061  0.07

Forces on the atoms, in the same order (eV/Å):
-0.25 1.52 2.64
1.49 0.83 -0.45
0.66 -1.02 0.60
-1.97 0.34 -1.53
0.86 0.06 0.67
-0.70 -0.16 -2.37
0.42 -0.93 0.20
-0.51 -0.63 0.24

Which value of orbital gap does entry 1 give? 8.54 eV